Computed, not measured: a structure of composition C13H26I2NOP2Ru, with wB97M-V/def2-TZVPD.

Geometry as XYZ:
```
46
Properties=species:S:1:pos:R:3:forces:R:3:mulliken_charge:R:1
I 0.115 -1.638 -3.920 -0.02 0.66 -0.23 0.3982
I 0.067 1.880 -3.064 -0.07 -1.68 -0.34 0.1457
Ru 0.014 0.441 -0.755 0.23 0.01 1.51 -0.1677
P -2.249 0.148 -0.932 -2.77 -0.25 -0.04 1.2329
C -3.092 1.722 -0.526 -0.18 0.11 -0.02 -1.3658
C -2.928 -0.348 -2.529 -0.44 -0.08 -0.40 -1.0647
H -3.982 -0.668 -2.425 0.49 0.18 -0.04 0.4304
H -4.124 -1.098 0.044 0.09 0.09 -0.07 0.5204
H -2.347 -1.189 -2.924 -0.19 -0.06 0.11 0.1297
H -2.618 -2.062 0.098 -0.28 0.42 -0.03 0.3042
H -2.753 2.504 -1.225 -0.16 -0.25 0.24 0.3542
H -2.860 0.446 -3.283 -0.03 -0.04 0.27 0.3474
C -3.048 -1.054 0.222 0.75 -0.02 0.28 -1.3317
H -4.190 1.617 -0.592 0.48 0.02 0.00 0.4554
H -2.867 -0.734 1.263 -0.10 -0.11 -0.40 0.2865
H -2.824 2.030 0.497 -0.10 -0.12 -0.34 0.2986
P 2.316 0.260 -0.876 2.57 0.02 -0.08 1.1639
C 3.122 1.866 -0.483 0.05 0.10 0.00 -1.3954
C 3.144 -0.891 0.305 -0.77 -0.26 0.15 -1.3129
H 2.496 -1.093 -2.880 0.33 0.23 0.26 0.1202
H 4.094 -0.470 -2.350 -0.44 0.12 -0.08 0.4364
H 2.921 0.579 -3.225 0.06 -0.05 0.26 0.3462
C 3.027 -0.210 -2.472 0.33 -0.33 -0.33 -1.0806
H 2.825 -1.936 0.128 0.28 0.61 0.03 0.3049
H 4.228 -0.826 0.202 -0.07 0.08 -0.08 0.5309
H 4.221 1.778 -0.525 -0.45 -0.03 -0.03 0.4564
H 2.834 2.186 0.532 0.10 -0.13 -0.37 0.3549
H 2.862 -0.614 1.334 0.14 -0.10 -0.35 0.2946
H 2.790 2.637 -1.199 0.14 -0.31 0.27 0.3531
C 0.023 2.173 -0.135 0.12 6.52 1.79 0.0807
O 0.066 3.323 0.103 -0.13 -3.73 -0.87 -0.3017
C 0.134 -2.425 0.199 0.01 -0.58 -0.66 -1.0368
C 0.071 -1.594 1.400 -0.36 0.47 0.17 0.3430
C 0.032 -1.986 2.752 -0.13 0.85 1.27 -1.0958
C -0.111 -0.817 3.493 0.30 -1.78 0.36 -0.7209
C -0.148 0.275 2.597 -0.27 -0.36 -0.95 0.0330
C -0.357 1.673 3.008 -0.06 0.47 -0.26 -1.3786
N -0.047 -0.249 1.323 0.22 0.50 -2.05 1.7474
H 1.045 -3.029 0.236 -0.22 -0.23 -0.08 0.4431
H 0.142 -1.843 -0.764 0.00 -0.46 0.87 -0.1770
H -0.735 -3.100 0.173 0.36 -0.04 0.01 0.4348
H 0.079 -2.989 3.129 0.05 -0.22 0.08 0.6029
H -0.174 -0.772 4.577 -0.02 0.17 -0.27 0.5424
H -1.197 1.688 3.714 0.28 0.10 0.02 0.4046
H 0.546 2.006 3.539 -0.22 0.04 0.09 0.3527
H -0.561 2.406 2.214 0.10 -0.56 0.30 0.1797
```
Positions in Å, forces in eV/Å.

Results
Molecular weight: 629.18 g/mol
Energy relative to the best compared isomer or geometry (same formula, charge and spin): 0.00 kcal per mole
Net charge: +2
Strongest force on any atom: 6.8 eV/Å
Multiplicity: 6
Frontier orbital gap (alpha / beta): 6.737 / 3.826 eV
HOMO energy (alpha / beta): -13.399 / -14.860 eV
Expectation value of S²: 8.78

=====

Computed, not measured: an isolated molecule of C13H26N2O2, with wB97M-V/def2-TZVPD.

Geometry as XYZ:
```
43
Properties=species:S:1:pos:R:3:forces:R:3:mulliken_charge:R:1
C 5.432 -1.704 0.150 -0.21 0.18 -0.03 -1.9248
H 6.205 -1.219 0.741 0.12 0.04 0.08 0.4069
H 5.002 -2.509 0.742 -0.03 -0.12 0.08 0.4374
H 5.899 -2.139 -0.731 0.08 -0.07 -0.10 0.4147
C 4.357 -0.695 -0.265 0.05 -0.08 -0.01 2.0634
C 3.257 -1.423 -1.042 0.21 0.14 0.07 -1.6424
H 2.764 -2.165 -0.417 -0.10 -0.12 0.06 0.3275
H 3.683 -1.935 -1.901 0.03 -0.07 -0.10 0.4998
H 2.511 -0.718 -1.402 -0.13 0.03 -0.08 0.2803
C 4.982 0.385 -1.147 -0.15 -0.09 0.06 -1.7425
H 5.310 -0.038 -2.093 0.08 -0.08 -0.11 0.4167
H 5.842 0.830 -0.651 0.11 0.09 0.05 0.3901
H 4.263 1.176 -1.347 -0.01 0.10 -0.07 0.3794
C 3.772 -0.050 1.012 0.09 0.09 -0.26 -1.1376
C 2.583 0.844 0.714 0.14 -0.40 0.45 0.5361
O 2.685 1.977 0.291 0.13 0.40 -0.23 -0.6634
N 1.381 0.277 0.981 -0.35 -0.22 0.14 -0.0801
H 1.341 -0.693 1.248 0.16 0.08 0.01 0.2735
C 0.128 0.929 0.679 -0.07 0.05 -0.23 -0.9357
C -0.560 0.302 -0.537 0.00 0.32 0.18 -0.4196
C -1.916 0.944 -0.861 0.12 -0.23 -0.06 -0.8952
N -3.028 0.068 -0.529 -0.13 0.08 -0.04 -0.0299
C -3.240 -0.066 0.902 -0.25 -0.26 -0.02 -0.3527
C -4.369 -1.066 1.153 0.33 0.05 0.20 -0.8563
O -5.566 -0.665 0.532 -0.12 0.08 0.10 -0.3791
C -5.367 -0.513 -0.853 0.07 0.23 -0.34 -0.6398
C -4.267 0.505 -1.152 -0.24 -0.24 0.09 -0.5658
H -4.118 0.569 -2.232 -0.02 0.04 0.01 0.3862
H -4.581 1.496 -0.777 0.00 -0.02 -0.06 0.3300
H -6.321 -0.183 -1.267 0.07 -0.04 -0.04 0.3596
H -5.089 -1.481 -1.298 -0.04 0.08 0.00 0.3503
H -4.587 -1.142 2.220 0.07 -0.03 -0.05 0.3728
H -4.064 -2.052 0.770 0.00 0.07 0.07 0.3719
H -2.329 -0.440 1.369 0.03 0.01 0.07 0.2867
H -3.505 0.904 1.361 0.06 -0.03 0.01 0.3349
H -1.976 1.132 -1.935 -0.01 0.08 0.06 0.4760
H -2.001 1.918 -0.349 -0.05 0.03 -0.05 0.4091
H -0.714 -0.767 -0.372 0.01 -0.05 -0.05 0.3711
H 0.108 0.411 -1.392 0.05 -0.06 0.01 0.2544
H -0.521 0.883 1.559 0.01 0.09 -0.06 0.3723
H 0.369 1.974 0.472 -0.10 -0.10 0.10 0.3544
H 3.484 -0.832 1.717 0.02 -0.04 0.04 0.3635
H 4.545 0.568 1.472 -0.03 0.00 0.07 0.4458
```
Positions in Å, forces in eV/Å.

Results
Molecular weight: 242.36 g/mol
Energy relative to the best compared isomer or geometry (same formula, charge and spin): 38.47 kcal per mole
Net charge: 0
Strongest force on any atom: 0.6 eV/Å
Frontier orbital gap: 9.584 eV
Structure (SMILES): CC(C)(C)CC(=O)NCCCN1CCOCC1
HOMO energy: -8.887 eV

=====

Computed, not measured: a structure of composition C13H26N2O3OsPS2SeSi, with wB97M-V/def2-TZVPD.

Geometry as XYZ:
```
50
Properties=species:S:1:pos:R:3:forces:R:3:mulliken_charge:R:1
Os 0.095 1.577 -1.336 0.49 0.71 2.15 0.5153
C 4.278 2.872 3.545 0.01 -0.04 -0.01 -1.1085
C 2.928 3.188 2.948 0.04 0.01 0.01 -0.2434
O 2.973 2.993 1.515 -0.05 0.04 0.03 -0.3680
P 2.169 1.824 0.826 0.61 -0.20 0.27 0.8259
S 2.583 1.873 -1.117 -1.22 -0.50 -0.44 -0.4201
S 0.210 1.857 1.208 -0.15 -0.43 -1.10 -0.5593
O 2.802 0.559 1.557 0.01 -0.02 0.04 -0.3003
C 2.306 -0.788 1.365 0.01 -0.10 -0.06 -0.3870
C 2.974 -1.472 0.191 0.02 0.11 -0.03 -0.9931
H 4.240 3.001 4.628 0.02 0.02 -0.02 0.3571
H 5.039 3.539 3.139 0.01 -0.01 0.01 0.3048
H 4.560 1.843 3.324 -0.01 0.00 0.01 0.2592
H 2.660 4.232 3.097 -0.05 0.00 -0.01 0.3720
H 2.145 2.564 3.383 -0.02 -0.02 -0.01 0.2858
H 1.223 -0.757 1.236 -0.02 0.01 0.04 0.2932
H 2.533 -1.298 2.299 0.00 0.02 0.04 0.3358
H 2.558 -1.123 -0.753 0.03 -0.04 0.02 0.2004
H 2.817 -2.551 0.265 -0.02 0.02 -0.01 0.3611
H 4.046 -1.273 0.199 0.01 -0.06 0.03 0.3619
C -4.922 1.709 1.102 0.01 0.01 -0.01 -0.8483
N -4.060 1.789 -0.062 -0.01 -0.01 -0.04 0.1404
C -4.557 1.235 -1.312 0.07 -0.01 -0.02 -0.9515
C -2.816 2.247 0.024 -0.01 -0.01 0.20 0.3589
O -2.038 2.306 -0.927 0.09 -0.60 -0.64 -0.6691
H -5.887 2.165 0.883 0.01 0.03 0.00 0.3077
H -4.465 2.237 1.937 0.01 -0.01 -0.01 0.2715
H -5.086 0.669 1.389 0.00 -0.01 -0.01 0.3313
H -5.571 1.592 -1.490 0.00 0.00 0.02 0.3388
H -4.558 0.144 -1.271 -0.04 0.00 0.02 0.3133
H -3.908 1.553 -2.121 0.01 0.01 0.00 0.2801
H -2.530 2.606 1.022 0.00 -0.03 0.00 0.2408
Se -0.133 3.069 -3.334 0.11 -0.40 -0.15 -0.2942
C 0.226 4.019 -1.803 -0.09 0.78 -0.57 0.2076
N 0.429 4.646 -0.850 -0.04 -0.28 0.18 -0.3965
C 1.183 -4.189 -2.485 0.09 0.03 -0.08 -0.9099
Si -0.309 -3.405 -1.687 -0.17 0.05 0.15 -0.0604
C -1.886 -3.870 -2.575 -0.01 -0.12 -0.06 -0.9686
C -0.426 -3.981 0.091 0.03 -0.02 0.05 -0.8593
C -0.177 -1.584 -1.657 -0.05 -0.25 -0.07 0.0458
C -0.130 -0.365 -1.577 0.29 1.24 0.10 0.4436
H 1.131 -5.278 -2.410 -0.02 0.01 -0.01 0.3048
H 2.098 -3.860 -1.986 -0.02 -0.01 -0.02 0.2664
H 1.266 -3.925 -3.542 0.00 0.01 0.02 0.3168
H -2.037 -4.953 -2.576 0.00 0.02 -0.01 0.2994
H -1.880 -3.528 -3.612 0.00 0.01 0.02 0.3047
H -2.742 -3.411 -2.073 0.01 0.00 -0.02 0.2603
H -0.528 -5.068 0.143 0.00 0.02 0.01 0.3236
H -1.291 -3.532 0.584 0.02 -0.01 0.00 0.2863
H 0.466 -3.698 0.656 -0.03 -0.01 -0.01 0.2230
```
Positions in Å, forces in eV/Å.

Results
Molecular weight: 650.75 g/mol
Energy relative to the best compared isomer or geometry (same formula, charge and spin): 14.57 kcal per mole
Net charge: 0
Strongest force on any atom: 2.3 eV/Å
Multiplicity: 2
Frontier orbital gap (alpha / beta): 7.476 / 6.527 eV
HOMO energy (alpha / beta): -7.751 / -7.536 eV
Expectation value of S²: 0.77

=====

Computed, not measured: a cluster of 2 separate species, C13H26O5S in total, with wB97M-V/def2-TZVPD.

Geometry as XYZ:
```
45
Properties=species:S:1:pos:R:3:forces:R:3:mulliken_charge:R:1
C -1.699 -4.311 2.358 -0.25 -0.47 -0.25 -1.3895
C -2.589 -4.094 1.114 -0.89 -0.09 0.24 0.8528
C -3.873 -4.975 1.185 0.21 0.45 -0.07 -1.3819
C -3.033 -2.636 0.849 0.59 -0.52 0.56 -1.4780
C -2.042 -1.525 1.269 -1.30 1.07 -0.33 1.0186
C -2.589 -0.790 2.514 0.31 -0.01 -0.05 -1.7726
C -1.956 -0.462 0.152 -0.03 -0.65 -0.04 -1.2766
O -0.670 -0.556 -0.484 -0.22 0.03 0.27 -0.2754
C -0.278 0.618 -1.037 1.32 0.49 -1.06 -0.1826
O 0.042 1.614 -0.066 -1.09 -0.46 0.81 -0.4236
C 1.288 1.200 0.350 -1.33 1.91 -6.11 0.7362
O 1.624 0.891 1.374 1.94 -1.12 6.02 -0.4010
O 2.032 1.169 -0.815 -0.32 -0.31 -0.08 -0.3021
C 1.126 0.514 -1.735 0.38 -0.30 0.07 0.0052
S 1.746 -1.174 -1.949 -0.61 -0.38 -0.23 -0.2291
H -2.188 -4.978 3.065 -0.14 0.02 0.11 0.4437
H -0.808 -4.850 2.049 0.37 0.23 0.17 0.2428
H -1.444 -3.414 2.914 0.17 0.09 -0.16 0.3291
H -2.056 -4.443 0.234 0.33 0.15 -0.02 0.3391
H -3.827 -5.799 0.481 -0.06 -0.26 0.06 0.3165
H -4.043 -5.346 2.191 0.07 -0.24 0.09 0.3327
H -4.758 -4.385 0.953 -0.08 0.01 -0.25 0.3645
H -3.285 -2.569 -0.207 0.07 0.05 -0.15 0.3570
H -3.973 -2.470 1.376 -0.02 0.04 0.10 0.4042
H -1.051 -1.902 1.488 0.23 -0.06 -0.24 0.4696
H -2.197 0.224 2.580 0.27 -0.01 0.12 0.4744
H -2.338 -1.295 3.445 -0.20 -0.15 0.04 0.3255
H -3.667 -0.679 2.427 -0.15 -0.09 0.15 0.4109
H -2.140 0.536 0.541 0.41 0.18 0.10 0.4805
H -2.727 -0.627 -0.605 0.05 -0.09 -0.12 0.2968
H -0.968 1.041 -1.765 -0.45 0.06 0.30 0.3934
H 0.997 1.073 -2.656 0.72 0.06 -0.18 0.3831
H 2.844 -0.948 -2.698 -0.28 0.44 0.12 0.1200
C 3.871 4.505 -3.037 -0.04 0.15 -0.17 -1.0088
C 3.950 5.162 -1.667 -0.10 -0.63 0.01 0.3554
C 4.815 4.351 -0.715 0.08 0.08 0.17 -1.0797
O 2.637 5.304 -1.125 -0.03 0.24 0.00 -0.5454
H 3.421 3.511 -2.960 0.09 -0.03 0.09 0.1283
H 3.243 5.093 -3.707 0.05 0.04 0.02 0.3117
H 4.861 4.404 -3.486 -0.02 -0.03 0.00 0.3610
H 4.358 6.169 -1.767 -0.15 0.06 0.06 0.2950
H 4.391 3.354 -0.568 0.02 -0.02 -0.12 0.1992
H 4.858 4.827 0.266 0.02 0.05 -0.04 0.3067
H 5.832 4.244 -1.095 -0.01 -0.03 0.00 0.3667
H 2.262 4.420 -1.030 0.06 0.06 0.00 0.3256
```
Positions in Å, forces in eV/Å.

Results
Molecular weight: 294.41 g/mol
Energy relative to the best compared isomer or geometry (same formula, charge and spin): 10.13 kcal per mole
Net charge: 0
Strongest force on any atom: 6.5 eV/Å
Frontier orbital gap: 10.179 eV
Structure (SMILES): CC(C)C[C@H](C)CO[C@H]1OC(=O)O[C@H]1S.CC(C)O
HOMO energy: -9.725 eV

=====

Q: Which of these has the lowest molecular weight?
A: C13H26N2O2

=====

Q: The lowest molecular weight belongs to which entry?
A: C13H26N2O2

=====

Q: Which formula does entry 1 have?
A: C13H26I2NOP2Ru